Entry 1:
C25H23CoN4O2S5 | ωB97M-V/def2-TZVPD

```
60
C25H23CoN4O2S5, DFT ωB97M-V/def2-TZVPD
Co 0.4015 0.5198 -1.0449
C -2.7746 -2.0313 0.2791
C -1.7034 -0.9811 0.2590
N -0.9191 -0.8494 -0.7736
N -1.1516 -1.7516 -1.7949
C -0.2252 -1.8124 -2.6682
S 1.2088 -0.8222 -2.6205
S -0.3732 -3.0596 -3.9190
C 0.8081 -4.2298 -3.1446
C 0.4005 -4.5713 -1.7405
C -0.6774 -5.4198 -1.5024
C -1.1041 -5.6700 -0.2082
C -0.4639 -5.0652 0.8666
C 0.6102 -4.2184 0.6388
C 1.0423 -3.9775 -0.6590
C -1.5582 -0.1255 1.4170
C -2.5808 -0.0516 2.3829
C -2.4320 0.6932 3.5254
C -1.2265 1.3695 3.7550
C -0.2095 1.3186 2.8369
C -0.3590 0.5930 1.6359
O 0.6295 0.5933 0.7800
H -2.6110 -2.7829 -0.4822
H -3.7388 -1.5507 0.0921
H -2.8121 -2.4980 1.2614
H 1.8072 -3.7964 -3.1756
H 0.7928 -5.1014 -3.7990
H -1.1953 -5.8718 -2.3410
H -1.9417 -6.3348 -0.0362
H -0.8010 -5.2573 1.8777
H 1.1146 -3.7416 1.4701
H 1.8748 -3.3052 -0.8346
H -3.5088 -0.5820 2.2171
H -3.2369 0.7517 4.2461
H -1.1009 1.9517 4.6603
H 0.7152 1.8605 2.9842
N 1.2084 2.2784 -3.6042
C 1.7939 2.6285 -2.4541
N 1.8519 1.8959 -1.3598
C 2.6801 2.5161 -0.4031
C 3.1274 1.9836 0.8028
C 3.9360 2.7529 1.6218
C 4.3245 4.0411 1.2640
C 3.9323 4.5656 0.0460
C 3.1320 3.7856 -0.7722
S 2.5829 4.1752 -2.3735
H 0.7538 1.3791 -3.6720
H 1.0191 2.9748 -4.3011
H 2.8329 0.9907 1.0938
H 4.2763 2.3375 2.5622
H 4.9526 4.6236 1.9249
H 4.2518 5.5509 -0.2678
C -3.2465 3.7603 1.0933
O -2.8170 2.9619 -0.0140
C -1.5269 2.9659 -0.3537
S -0.3874 3.9099 0.3547
S -1.2866 1.8809 -1.7102
H -4.2210 3.3669 1.3689
H -3.3282 4.8053 0.7939
H -2.5431 3.6769 1.9185
```

Multiplicity ... 1
HOMO-LUMO gap (spin up / spin down) ... 6.83 / 6.75 eV
Molecular weight ... 630.8 g/mol
E_LUMO (spin up / spin down) ... -1.053 / -1.098 eV
Charge ... 0
Max |F| ... 0.72 eV/Å

Entry 2:
C25H23FHgN4O6S | ωB97M-V/def2-TZVPD

```
61
C25H23FHgN4O6S, DFT ωB97M-V/def2-TZVPD
Hg -4.7003 -1.4210 0.7580
F 1.5426 -1.7069 -2.3294
C 1.1409 -1.3084 -1.0383
C -0.1082 -1.5907 -0.5572
C -0.3438 -1.3969 0.7841
C -1.6694 -1.7601 1.3095
O -2.4653 -2.3197 0.5583
C -1.9166 -1.5161 2.6839
C -0.8839 -0.9595 3.3612
N 0.3568 -0.5872 2.9430
C 1.2550 0.2096 3.7396
C 1.4054 1.6275 3.2075
C 0.6720 1.4224 4.5359
C 0.6375 -0.7674 1.5816
C 1.8848 -0.3599 0.9731
C 2.1159 -0.6059 -0.3384
N 3.3637 -0.3720 -0.9088
C 3.5433 0.1995 -2.2770
C 4.7335 1.0665 -2.4181
N 5.9666 0.3963 -2.0117
C 5.8485 -0.2628 -0.6626
C 4.5495 -1.1724 -0.6332
C -3.2443 -1.7123 3.4524
O -3.2168 -1.6098 4.6876
O -4.2944 -1.9001 2.8104
H -0.7983 -1.8815 -1.3341
H -0.9881 -0.7059 4.4138
H 2.1390 -0.2801 4.1614
H 0.7578 1.8305 2.3547
H 2.3000 2.2214 3.1286
H -0.4293 1.5267 4.5614
H 1.0464 1.6912 5.5286
H 2.5350 0.3028 1.5349
H 2.6228 0.7302 -2.5845
H 3.6601 -0.6013 -2.9404
H 4.5888 1.9441 -1.7065
H 4.7532 1.5899 -3.3950
H -6.9655 -1.0483 -5.6711
H 5.9956 -0.3956 -2.5870
H 5.7361 0.4177 0.1615
H 6.6523 -0.9445 -0.4861
H 4.3305 -1.7488 0.2850
H 4.7330 -1.9071 -1.4110
S -6.1239 -2.5988 -0.6519
C -7.6785 -1.9364 -0.5566
N -8.7959 -1.5903 -0.6000
O -0.2226 1.9295 -1.0166
C -1.3656 1.7169 -1.6974
C -1.3930 1.7408 -3.1126
C -2.5726 1.5434 -3.8162
C -3.7133 1.2076 -3.1622
C -3.7160 1.1667 -1.8063
C -2.5621 1.3624 -0.9740
C -2.6024 1.2434 0.5059
O -1.5811 1.6021 1.1615
O -3.6080 0.6124 0.9897
H -0.4645 1.7738 -0.0186
H -0.4278 2.0773 -3.5771
H -2.6350 1.5484 -4.9404
H -4.6920 1.1257 -3.6647
H -4.6883 1.1405 -1.2881
```

⟨S²⟩ ... 0.75
Multiplicity ... 2
HOMO-LUMO gap ... 8.36 eV
Molecular weight ... 727.1 g/mol
E_LUMO ... 2.276 eV
Charge ... -1
Max |F| ... 3.47 eV/Å

Entry 3:
C25H23N2O5PPd | ωB97M-V/def2-TZVPD

```
57
C25H23N2O5PPd, DFT ωB97M-V/def2-TZVPD
Pd -0.5080 -1.4731 -0.0042
O -0.5430 -0.2664 4.8416
C -0.3184 -0.9456 3.8074
O -1.0732 -1.1499 2.8358
C 1.1136 -1.5431 3.7458
C 2.0729 -0.4483 3.2653
C 3.5442 -0.8819 3.4650
C 3.7456 -1.8468 2.2650
C 2.3146 -1.8904 1.7013
O 1.9414 -0.5122 1.8399
C 1.4321 -2.6544 2.7061
C 0.2571 -3.5055 2.1637
O -0.1768 -4.3514 2.9566
O -0.0759 -3.3902 0.9395
H 1.3639 -1.8537 4.7608
H 1.8245 0.5484 3.6226
H 3.6938 -1.3657 4.4320
H 4.2171 -0.0229 3.4054
H 4.1144 -2.8310 2.5581
H 4.4322 -1.4211 1.5290
H 2.1988 -2.2004 0.6649
H 2.0547 -3.4039 3.2032
N -1.9966 1.3534 -1.0447
P -0.9060 0.0215 -1.3987
C 0.5145 1.1043 -1.9381
C 0.5373 1.8546 -3.1152
C 1.6076 2.6900 -3.4079
C 2.6718 2.7929 -2.5197
C 2.6554 2.0555 -1.3431
C 1.5870 1.2150 -1.0548
C -1.5575 -0.3595 -3.0910
C -0.7797 -1.1632 -3.9277
C -1.2238 -1.5251 -5.1877
C -2.4757 -1.1115 -5.6346
C -3.2675 -0.3346 -4.8050
C -2.8107 0.0419 -3.5447
C -2.4687 1.5652 0.2560
C -2.4841 2.8520 0.8062
C -2.9205 2.9975 2.1108
C -3.2968 1.8763 2.8319
C -3.2458 0.6437 2.1933
N -2.8851 0.4939 0.9234
H -1.7517 2.2199 -1.5044
H -0.2841 1.7737 -3.8197
H 1.6161 3.2590 -4.3316
H 3.5104 3.4418 -2.7467
H 3.4787 2.1248 -0.6414
H 1.5789 0.6271 -0.1402
H 0.1802 -1.5169 -3.5654
H -0.5993 -2.1466 -5.8197
H -2.8319 -1.4065 -6.6152
H -4.2513 -0.0177 -5.1344
H -3.4345 0.6463 -2.8984
H -2.1203 3.6969 0.2326
H -2.9264 3.9799 2.5706
H -3.5742 1.9344 3.8752
H -3.4711 -0.2705 2.7252
```

Multiplicity ... 1
HOMO-LUMO gap ... 5.39 eV
Molecular weight ... 568.9 g/mol
E_LUMO ... 4.547 eV
Charge ... -2
Max |F| ... 0.24 eV/Å

Entry 4:
C25H23N7PSSn | ωB97M-V/def2-TZVPD

```
58
C25H23N7PSSn, DFT ωB97M-V/def2-TZVPD
Sn -0.0414 -0.0351 -1.1162
C -1.9153 -3.3709 3.7164
N -1.5111 -3.3835 2.3248
C -2.0436 -4.1669 1.3434
C -1.4075 -3.8141 0.1854
N -0.4996 -2.8326 0.4422
C -0.5839 -2.5725 1.7270
P 0.4302 -1.3824 2.6555
C 1.8957 -1.1956 1.5871
N 2.0224 -0.6099 0.4020
C 3.3481 -0.6400 0.0970
C 4.0408 -1.2451 1.1075
N 3.1198 -1.5846 2.0508
C 3.3838 -2.2098 3.3356
C -0.3530 0.2204 2.2274
N -0.3772 0.8632 1.0589
C -0.9989 2.0592 1.2736
C -1.3640 2.1481 2.5806
N -0.9444 0.9935 3.1785
C -1.1382 0.6740 4.5808
H -2.0359 -4.3896 4.0792
H -2.8631 -2.8454 3.8439
H -1.1550 -2.8711 4.3120
H -2.8201 -4.8882 1.5340
H -1.5292 -4.2171 -0.8062
H 3.7182 -0.2242 -0.8249
H 5.0919 -1.4434 1.2244
H 4.4430 -2.4347 3.4205
H 2.8168 -3.1338 3.4336
H 3.1033 -1.5401 4.1473
H -1.1237 2.7704 0.4741
H -1.8841 2.9191 3.1218
H -0.8017 1.5036 5.1995
H -0.5610 -0.2089 4.8388
H -2.1905 0.4812 4.7882
S -4.1190 2.2998 -2.1474
C -4.5737 1.2353 -0.8491
C -5.8083 1.0909 -0.2295
C -5.9071 0.1967 0.8193
C -4.7991 -0.5477 1.2344
C -3.5740 -0.4097 0.6138
C -3.4553 0.4936 -0.4420
N -2.3092 0.7813 -1.1500
C -2.4869 1.7113 -2.0466
C -1.3760 2.2543 -2.8088
C -1.5869 3.1153 -3.8870
C -0.5040 3.6557 -4.5538
C 0.7825 3.3428 -4.1341
C 0.9810 2.4781 -3.0657
C -0.0802 1.9114 -2.3634
H -6.6640 1.6625 -0.5622
H -6.8517 0.0783 1.3326
H -4.9101 -1.2460 2.0544
H -2.7040 -0.9762 0.9251
H -2.5956 3.3527 -4.2067
H -0.6572 4.3211 -5.3925
H 1.6330 3.7672 -4.6527
H 1.9976 2.2572 -2.7558
```

Multiplicity ... 1
HOMO-LUMO gap ... 7.67 eV
Molecular weight ... 603.3 g/mol
E_LUMO ... -2.435 eV
Charge ... +1
Max |F| ... 0.56 eV/Å